# 1
Here is a structure of composition C11H8O from OMol25. Energies are from the ωB97M-V functional and the def2-TZVPD basis.

Electronic energy   -13577.670 eV
E_HOMO   -8.6 eV
Lowest unoccupied orbital energy   -0.03348 Ha
Molecular weight   156.2 u
Gap between HOMO and LUMO   0.2821 Ha
Relative energy (zero: lowest compared OMol25 entry of this formula, charge and spin)   606.4 kJ/mol

Element x y z (Å)
O  2.827  2.346  -0.222
C  -2.536  0.080  -1.448
C  1.395  2.205  -0.112
C  -2.945  -0.944  -0.694
C  -1.970  -1.529  0.319
C  1.675  -1.221  1.330
C  0.578  -1.939  0.953
C  -0.542  -1.140  0.442
C  0.946  0.908  0.109
C  -1.211  0.481  -1.225
C  1.805  0.268  0.957
C  -0.248  0.070  -0.368
H  2.356  -1.496  1.973
H  -3.073  0.624  -2.284
H  -4.000  -1.262  -0.822
H  0.591  3.222  -0.143
H  -0.980  1.162  -1.988
H  -2.338  -2.442  0.821
H  0.483  -3.119  0.986
H  2.660  1.110  1.646

Forces on atoms 1 to 2 (eV/Å):
-8.987 0.169 0.547
1.635 1.069 -1.173



# 2
Here is the molecule C11H8O2 from OMol25. Energies are from the ωB97M-V functional and the def2-TZVPD basis.

Electronic energy   -15631.414 eV
E_HOMO   -8.6 eV
SMILES string   O=c1occcc1-c1ccccc1
Lowest unoccupied orbital energy   -0.00026 Ha
Molecular weight   172.2 u
Gap between HOMO and LUMO   0.3152 Ha
Relative energy (zero: lowest compared OMol25 entry of this formula, charge and spin)   49.3 kJ/mol

Element x y z (Å)
O  -2.569  0.216  -0.880
O  -1.665  1.717  -2.229
C  1.421  -2.084  1.458
C  -0.965  -0.655  1.417
C  -0.015  -0.427  0.418
C  0.472  -2.299  2.452
C  -0.216  0.597  -0.639
C  0.611  2.328  -2.152
C  -0.621  2.439  -2.673
C  1.172  -1.164  0.447
C  0.801  1.370  -1.103
C  -0.720  -1.582  2.420
C  -1.559  0.785  -1.207
H  -0.910  3.106  -3.477
H  0.661  -3.016  3.249
H  1.429  2.932  -2.531
H  1.792  1.255  -0.662
H  1.904  -1.025  -0.348
H  -1.902  -0.106  1.393
H  -1.472  -1.741  3.188
H  2.348  -2.649  1.460

Forces on atoms 1 to 2 (eV/Å):
0.385 0.237 -0.174
0.044 -0.024 -0.015